*1*
Molecular formula: C5H8N4
Method: DFT, wB97M-V/def2-TZVPD

Values from the calculation:
- Frontier orbital gap: 7.7486 eV
- Total charge: 0
- LUMO energy: 0.038 eV
- E_HOMO: -0.2834 Ha
- SMILES: [H]/N=C\C#N.N/C=C1\CN1

Element x y z (Å)
H (-2.2901, 1.4304, -0.1966)
N (-2.5425, 0.5013, -0.4057)
C (-2.2033, -0.3958, 0.3614)
C (-1.3394, -0.3023, 1.4734)
N (-0.8839, -0.3928, 2.5256)
H (-2.5032, -1.5009, 0.1694)
N (1.7531, -1.1479, 1.3223)
C (0.8829, -1.1094, 0.2692)
C (0.6243, -0.0165, -0.4735)
C (0.7815, 1.2924, -1.2208)
N (0.0333, 0.1515, -1.6942)
H (1.5580, -1.6159, 2.2587)
H (2.2268, -0.2840, 1.4723)
H (0.2893, -1.9129, 0.2004)
H (0.3306, 2.2748, -1.0610)
H (1.6705, 1.3598, -1.7572)
H (-1.0203, 0.2101, -1.5427)

*2*
Molecular formula: C5H8N4
Method: DFT, wB97M-V/def2-TZVPD

Values from the calculation:
- Frontier orbital gap: 9.5671 eV
- Total charge: 0
- LUMO energy: 0.814 eV
- E_HOMO: -0.3217 Ha
- SMILES: [H]/N=C1/N=CN(C)N2C[C@@H]12

Element x y z (Å)
H (3.1136, 0.5225, -0.5733)
N (2.7602, -0.4076, -0.2765)
C (1.5179, -0.2928, -0.0369)
N (0.7895, -1.4384, 0.3473)
C (-0.4984, -1.3399, 0.2901)
N (-1.2478, -0.2895, -0.1539)
C (-2.6714, -0.2481, -0.2668)
N (-0.6676, 0.9978, -0.3821)
C (-0.0209, 1.6385, 0.7602)
C (0.7987, 1.0369, -0.2997)
H (-1.1204, -2.2231, 0.5164)
H (-3.0859, 0.4952, 0.4055)
H (-3.0308, -0.0006, -1.2943)
H (-3.0478, -1.2346, -0.0483)
H (-0.1146, 1.1873, 1.7580)
H (-0.2512, 2.7049, 0.7847)
H (1.3413, 1.7451, -0.9728)

*3*
Molecular formula: C5H8N4
Method: DFT, wB97M-V/def2-TZVPD

Values from the calculation:
- Frontier orbital gap (alpha / beta): 7.6305 / 7.6314 eV
- Total charge: 0
- LUMO energy (alpha / beta): -0.455 / -0.455 eV
- E_HOMO (alpha / beta): -0.2971 / -0.2972 Ha

Element x y z (Å)
C (-0.4233, 0.0354, 1.3322)
C (1.3722, -1.7098, 0.2300)
C (-1.1562, 0.5097, -0.5000)
C (1.1705, -0.2451, 0.5386)
N (-1.3095, 1.8212, -0.7334)
N (0.9062, 0.4459, 1.6425)
N (-1.6193, -0.5284, -0.9935)
C (1.6099, 0.5917, -0.6018)
N (2.1798, 1.3345, -1.2806)
H (-0.5620, 2.4532, -0.4948)
H (-2.1056, 2.1366, -1.2679)
H (-2.3838, -0.4703, -1.6621)
H (-0.7810, -0.9474, 1.6480)
H (-1.1117, 0.7782, 1.7512)
H (2.4388, -1.9170, 0.1427)
H (0.8558, -2.3129, 0.9745)
H (0.9192, -1.9754, -0.7256)

*4*
Molecular formula: C5H8N4
Method: DFT, wB97M-V/def2-TZVPD

Values from the calculation:
- Frontier orbital gap: 9.8608 eV
- Total charge: 0
- LUMO energy: 0.941 eV
- E_HOMO: -0.3278 Ha
- SMILES: [H]/N=C/Nn1nccc1C

Element x y z (Å)
H (3.8854, -0.2183, -1.0298)
N (3.3712, 0.2404, -0.3228)
C (2.2006, -0.1898, -0.2545)
N (1.1864, 0.3037, 0.5865)
N (-0.0992, -0.0505, 0.3875)
N (-0.3321, -1.3584, 0.3758)
C (-1.5427, -1.6007, -0.0531)
C (-2.1782, -0.4267, -0.4518)
C (-1.2709, 0.5553, -0.0951)
C (-1.5530, 1.9958, -0.0677)
H (1.7871, -1.0383, -0.8454)
H (1.4245, 1.0313, 1.2837)
H (-1.9914, -2.5983, 0.1049)
H (-3.0690, -0.2537, -1.0413)
H (-1.8966, 2.3495, 0.9288)
H (-0.6515, 2.6064, -0.2907)
H (-2.3068, 2.1711, -0.7663)

Of them, the most stable is *4* and the least stable is *3*.

*1*
Molecular formula: C5H8N4
Method: DFT, wB97M-V/def2-TZVPD

Values from the calculation:
- Frontier orbital gap: 8.2521 eV
- Total charge: 0
- LUMO energy: 0.955 eV
- E_HOMO: -0.2682 Ha
- SMILES: N/C=C(/N)c1cn[nH]c1

Element x y z (Å)
N (-2.0905, -1.6337, -0.0870)
C (-2.1364, -0.2370, -0.0109)
C (-1.0758, 0.5934, -0.0526)
N (-1.2423, 1.9973, -0.0140)
C (0.3095, 0.1445, -0.0252)
C (0.8823, -1.1424, 0.0432)
N (2.2080, -1.0904, 0.0320)
N (2.4735, 0.2230, -0.0268)
C (1.3844, 0.9942, -0.0375)
H (-3.0311, -1.9753, 0.1293)
H (-1.4277, -2.0430, 0.5536)
H (-3.1140, 0.2114, -0.0594)
H (-2.2438, 2.2480, -0.1755)
H (-0.9734, 2.4102, 0.8801)
H (0.3925, -2.0859, -0.0276)
H (3.4104, 0.5504, -0.0602)
H (1.3628, 2.0946, -0.0728)

*2*
Molecular formula: C5H8N4
Method: DFT, wB97M-V/def2-TZVPD

Values from the calculation:
- Frontier orbital gap: 9.7221 eV
- Total charge: 0
- LUMO energy: 1.038 eV
- E_HOMO: -0.3191 Ha
- SMILES: [H]/N=C(\N)N(CC#C)N=C

Element x y z (Å)
H (-2.5062, -2.0647, 0.0865)
N (-1.6109, -1.6640, 0.2193)
C (-1.5040, -0.4373, -0.0873)
N (-2.4456, 0.4462, -0.5854)
N (-0.2948, 0.2046, 0.2385)
C (0.8101, -0.5943, 0.8318)
C (1.9402, -0.7898, -0.0597)
C (2.8368, -1.0500, -0.7918)
N (-0.0636, 1.5088, -0.0511)
C (1.0710, 2.0931, 0.1978)
H (-2.2187, 1.4173, -0.4653)
H (-3.4311, 0.1397, -0.6875)
H (1.0750, -0.1319, 1.7958)
H (0.3243, -1.5587, 1.0344)
H (3.6903, -1.3130, -1.4639)
H (1.9949, 1.6094, 0.5594)
H (1.0508, 3.1027, -0.1540)

*3*
Molecular formula: C5H8N4
Method: DFT, wB97M-V/def2-TZVPD

Values from the calculation:
- Frontier orbital gap: 9.6359 eV
- Total charge: 0
- LUMO energy: 0.625 eV
- E_HOMO: -0.3311 Ha

Element x y z (Å)
C (-2.6182, 0.0329, 0.5140)
C (-0.8391, -1.0130, -0.0737)
C (0.2951, 0.5264, -0.5447)
C (0.6250, 1.5742, 0.4856)
C (1.7071, -1.5928, -0.3443)
N (-1.8238, -1.1853, 0.7078)
N (-2.1980, 0.8780, -0.2972)
N (-1.0672, 0.4172, -0.9788)
N (0.4970, -0.8479, -0.0824)
H (-3.6517, 0.0800, 1.0131)
H (1.0122, 0.6500, -1.3984)
H (0.2895, 2.6244, 0.1501)
H (1.6447, 1.6424, 0.6804)
H (0.0643, 1.4210, 1.3762)
H (1.4074, -2.6194, -0.7826)
H (2.2946, -0.9497, -0.9392)
H (2.3612, -1.6386, 0.5143)

Of them, the most stable is *1* and the least stable is *3*.

*1*
Molecular formula: C5H5P
Method: DFT, wB97M-V/def2-TZVPD

Values from the calculation:
- Frontier orbital gap: 8.8873 eV
- Total charge: 0
- LUMO energy: 0.144 eV
- E_HOMO: -0.3213 Ha
- SMILES: C1=CC1[C@H]1C=P1

Element x y z (Å)
C (1.5646, 0.6553, -0.6532)
C (0.8099, 0.4223, -1.6371)
C (0.1055, 0.5170, -0.3580)
C (-0.4370, -0.6957, 0.4913)
C (-1.1884, -0.5616, 1.7347)
P (-2.3180, -1.0114, 0.5532)
H (2.5363, 0.7993, -0.2955)
H (0.2897, 0.2171, -2.5657)
H (-0.3435, 1.4740, -0.3610)
H (0.1513, -1.6253, 0.3470)
H (-1.1702, -0.1910, 2.7443)

*2*
Molecular formula: C5H5P
Method: DFT, wB97M-V/def2-TZVPD

Values from the calculation:
- Frontier orbital gap: 9.6447 eV
- Total charge: 0
- LUMO energy: 1.183 eV
- E_HOMO: -0.3110 Ha
- SMILES: C1=CC1P1=CC=1

Element x y z (Å)
C (0.0012, 1.4376, 1.7204)
C (-1.1927, 1.1484, 1.2912)
C (-0.2135, 0.2695, 0.6275)
P (0.4369, 0.4700, -1.0866)
C (1.2979, -1.1668, -1.5080)
C (0.0555, -1.1189, -1.8880)
H (0.6494, 1.8666, 2.4503)
H (-2.2824, 1.2431, 1.3610)
H (-0.2820, -0.7448, 1.1616)
H (2.2574, -1.6706, -1.6770)
H (-0.7276, -1.7340, -2.4525)

Of them, the most stable is *2* and the least stable is *1*.

*1*
Molecular formula: C3H4N2O
Method: DFT, wB97M-V/def2-TZVPD

Values from the calculation:
- Frontier orbital gap (alpha / beta): 8.5064 / 8.5051 eV
- Total charge: 0
- LUMO energy (alpha / beta): -0.479 / -0.481 eV
- E_HOMO (alpha / beta): -0.3302 / -0.3302 Ha

Element x y z (Å)
O (0.0865, 1.6718, -0.3209)
C (0.3189, 0.5082, -0.8454)
C (1.3458, -0.2877, -0.1804)
N (0.7275, -0.9250, 0.7655)
C (-0.6346, -0.6281, 0.6131)
N (-0.8490, -0.2502, -0.7433)
H (-0.4138, 1.0492, 0.7201)
H (2.4235, -0.2282, -0.2622)
H (-1.3488, -1.2589, 1.1352)
H (-1.6560, 0.3490, -0.8817)

*2*
Molecular formula: C3H4N2O
Method: DFT, wB97M-V/def2-TZVPD

Values from the calculation:
- Frontier orbital gap (alpha / beta): 8.3354 / 7.6322 eV
- Total charge: 0
- LUMO energy (alpha / beta): -0.416 / -1.037 eV
- E_HOMO (alpha / beta): -0.3216 / -0.3186 Ha

Element x y z (Å)
N (1.6814, -0.2413, -0.1596)
C (0.3699, -0.2339, -0.2050)
C (-0.7476, -1.0733, -0.2429)
O (-1.7605, -0.4285, 0.3872)
N (-1.4798, 0.8372, 0.7626)
C (-0.1771, 1.0381, 0.3109)
H (0.9900, 1.1500, 0.8052)
H (2.1688, -0.8617, -0.7939)
H (-0.9531, -2.0988, -0.5145)
H (-0.0920, 1.9121, -0.3502)

*3*
Molecular formula: C3H4N2O
Method: DFT, wB97M-V/def2-TZVPD

Values from the calculation:
- Frontier orbital gap: 10.1759 eV
- Total charge: 0
- LUMO energy: 0.815 eV
- E_HOMO: -0.3440 Ha
- SMILES: C=C=NC(N)=O

Element x y z (Å)
C (-2.3557, 0.0658, 0.4090)
C (-1.1564, 0.3101, -0.0179)
N (-0.0385, 0.6044, -0.4339)
C (0.9772, -0.3486, -0.1199)
N (2.2127, 0.1565, -0.2931)
O (0.7302, -1.5014, 0.1618)
H (-2.7451, 0.8301, 1.0545)
H (-2.9525, -0.7416, 0.0075)
H (2.3593, 1.1248, -0.5185)
H (2.9689, -0.5001, -0.2495)

Of them, the most stable is *3* and the least stable is *2*.